# 1
C16H18F6N2PPtS2 as an isolated structure. Source: the OMol25 dataset; level of theory: ωB97M-V/def2-TZVPD.

CARTESIAN COORDINATES (ANGSTROEM)
1 Pt 0.3446 -1.1773 0.1119
2 C -0.2484 -0.0034 2.7254
3 N -0.7257 0.1338 1.3195
4 C -0.4175 1.4965 0.7844
5 C -0.5850 1.4775 -0.7182
6 N 0.4591 0.5922 -1.2862
7 C 0.1352 0.1609 -2.6647
8 C 1.7672 1.2643 -1.2198
9 C 2.0214 2.3372 -2.0695
10 C 3.2274 3.0080 -2.0116
11 C 4.1846 2.6037 -1.0866
12 C 3.9275 1.5474 -0.2364
13 C 2.7108 0.8552 -0.2863
14 S 2.4507 -0.4740 0.8256
15 C -2.1956 -0.0726 1.2642
16 C -3.0203 0.7066 2.0702
17 C -4.3919 0.5565 2.0105
18 C -4.9379 -0.3741 1.1308
19 C -4.1161 -1.1405 0.3306
20 C -2.7234 -1.0043 0.3893
21 S -1.7016 -2.0110 -0.6041
22 H -0.7426 0.7293 3.3625
23 H 0.8251 0.1503 2.7448
24 H -0.4862 -1.0074 3.0703
25 H 0.6115 1.7352 1.0529
26 H -1.0847 2.2252 1.2445
27 H -0.4941 2.4839 -1.1314
28 H -1.5599 1.0690 -0.9877
29 H 0.0755 1.0166 -3.3389
30 H -0.8161 -0.3629 -2.6485
31 H 0.9169 -0.5150 -3.0056
32 H 1.2736 2.6552 -2.7858
33 H 3.4206 3.8357 -2.6803
34 H 5.1361 3.1164 -1.0312
35 H 4.6713 1.2331 0.4851
36 H -2.5981 1.4374 2.7486
37 H -5.0293 1.1588 2.6431
38 H -6.0114 -0.5018 1.0754
39 H -4.5375 -1.8668 -0.3530
40 F 1.3281 -2.6996 -1.0100
41 P 1.4930 -4.2351 -0.1683
42 F 0.7113 -3.4693 1.0963
43 F 2.8690 -3.6906 0.4096
44 F 0.0635 -4.6051 -0.7618
45 F 2.2101 -4.7947 -1.4612
46 F 1.5891 -5.5802 0.6519

* <S²>: 0.754
* max |F|: 0.71 eV Å⁻¹
* ΔE to the lowest compared entry with this formula, charge and spin: 0.0000 eV
* HOMO-LUMO gap (spin up / spin down): 7.4 / 6.8 eV
* LUMO (spin up / spin down): -0.83 / -1.39 eV
* 2S+1: 2

# 2
C16H18IrN4O5 as an isolated structure. Source: the OMol25 dataset; level of theory: ωB97M-V/def2-TZVPD.

CARTESIAN COORDINATES (ANGSTROEM)
1 Ir 1.1906 -0.7377 -0.0155
2 C 4.2300 0.4941 -2.7463
3 C 3.1068 0.5665 -1.7467
4 O 2.8766 -0.5359 -1.1278
5 C 2.4435 1.7766 -1.5814
6 C 1.3620 2.0908 -0.7321
7 C 0.8674 3.5030 -0.6586
8 N 0.7623 1.1722 -0.0061
9 N -0.3207 1.5415 0.7802
10 C -0.7676 0.5261 1.4458
11 O -0.2397 -0.6838 1.3730
12 C -1.9285 0.6911 2.3499
13 C -2.4247 -0.4095 3.0413
14 C -3.5200 -0.2690 3.8809
15 C -4.1253 0.9691 4.0335
16 C -3.6321 2.0696 3.3433
17 C -2.5392 1.9338 2.5050
18 H 4.8530 -0.3727 -2.5383
19 H 4.8383 1.3968 -2.7302
20 H 3.8121 0.3854 -3.7492
21 H 2.8184 2.5947 -2.1798
22 H 1.3967 4.1286 -1.3723
23 H 1.0130 3.8976 0.3474
24 H -0.2038 3.5367 -0.8539
25 H -1.9458 -1.3706 2.9132
26 H -3.9014 -1.1291 4.4159
27 H -4.9809 1.0781 4.6875
28 H -4.1040 3.0368 3.4586
29 H -2.1483 2.7821 1.9607
30 N 1.5208 -2.8390 0.0607
31 C 1.6998 -3.2813 -1.3423
32 C 0.6774 -2.5592 -2.1996
33 O 0.1748 -3.0667 -3.1877
34 N 0.3949 -1.2947 -1.7482
35 C -0.6571 -0.6101 -2.2771
36 C -2.6084 -2.2069 -0.2484
37 O -3.4942 -1.4842 -0.4227
38 O -1.7420 -2.9486 -0.0333
39 H 0.6757 -3.2532 0.4467
40 H 2.2986 -3.1335 0.6403
41 H 2.7011 -2.9843 -1.6522
42 H 1.5787 -4.3552 -1.4695
43 H -0.8352 0.3991 -1.9461
44 H -1.1737 -1.0453 -3.1183

* <S²>: 0.761
* max |F|: 0.50 eV Å⁻¹
* ΔE to the lowest compared entry with this formula, charge and spin: 0.1522 eV
* HOMO-LUMO gap (spin up / spin down): 6.1 / 7.4 eV
* LUMO (spin up / spin down): -0.36 / -0.36 eV
* 2S+1: 2

# 3
A 2-piece molecular cluster, C16H18N2O5S overall. Source: the OMol25 dataset; level of theory: ωB97M-V/def2-TZVPD.

CARTESIAN COORDINATES (ANGSTROEM)
1 C -5.0826 -2.3069 0.2502
2 C -3.8391 -1.4030 -0.2104
3 O -2.8381 -1.6850 -0.8162
4 N -4.1324 -0.1318 0.1493
5 C -3.1631 0.7055 -0.1108
6 C -2.8521 1.5486 1.1978
7 C -1.7516 2.2906 1.2315
8 C -0.9772 2.4871 -0.2448
9 C -1.4683 1.8555 -1.3539
10 C -2.5079 0.9934 -1.1914
11 H -2.9502 0.6895 -2.0249
12 H -0.9642 2.0281 -2.2796
13 S 0.7744 2.8031 -0.1920
14 O 1.2403 3.2989 -1.3765
15 O 0.9420 3.9756 0.7896
16 N 1.4340 1.5674 0.5998
17 H 1.3275 1.2518 1.4963
18 C 1.3462 0.3677 -0.2816
19 C 2.7160 -0.3423 -0.2428
20 C 2.5864 -1.4947 0.6869
21 C 3.7839 -2.3918 0.7013
22 C 4.9611 -1.6453 0.4362
23 C 5.0745 -0.5276 -0.3960
24 C 3.7732 0.1281 -0.6916
25 H 3.7077 0.1639 -2.1940
26 H 4.0104 1.1701 -0.6573
27 H 6.0199 -0.3948 -0.7995
28 H 6.0433 -2.0662 0.5178
29 H 3.6125 -3.3955 0.4127
30 H 3.9688 -2.6359 1.9338
31 H 1.7261 -1.7668 1.0141
32 C 0.0620 -0.3670 -0.1933
33 O -0.4367 -0.2584 1.0227
34 O -0.3563 -1.1658 -1.1230
35 H -1.2577 -1.5082 -0.9366
36 H 1.3963 0.9848 -1.3582
37 H -1.2554 2.9614 1.7476
38 H -3.3354 1.5668 2.3451
39 H -4.9412 0.1291 0.8599
40 H -5.1181 -3.1367 -0.2340
41 H -6.0059 -1.9485 0.0347
42 H -5.2732 -2.3949 1.4812

* max |F|: 19.11 eV Å⁻¹
* ΔE to the lowest compared entry with this formula, charge and spin: 15.8138 eV
* HOMO-LUMO gap: 7.9 eV
* LUMO: -0.19 eV

# 4
The molecule C16H18N2O5S2. Source: the OMol25 dataset; level of theory: ωB97M-V/def2-TZVPD.

CARTESIAN COORDINATES (ANGSTROEM)
1 C -7.5108 2.4360 0.9140
2 C -7.2465 1.6487 -0.3617
3 H -7.8999 0.7708 -0.4054
4 H -7.3973 2.2704 -1.2470
5 O -5.8886 1.2190 -0.4378
6 C -5.5714 0.0962 0.2222
7 O -6.3720 -0.5655 0.8396
8 C -4.1364 -0.2463 0.0965
9 C -3.2424 0.5402 -0.6252
10 C -1.9114 0.1870 -0.7184
11 C -1.4514 -0.9658 -0.0845
12 C -2.3466 -1.7549 0.6411
13 C -3.6734 -1.3985 0.7301
14 H -4.3745 -1.9997 1.2886
15 H -1.9921 -2.6485 1.1355
16 N -0.1216 -1.3859 -0.1427
17 C 0.9455 -0.7954 -0.7529
18 O 0.8928 0.2397 -1.3808
19 C 2.2290 -1.5846 -0.5506
20 H 2.4349 -1.6465 0.5208
21 H 2.1069 -2.5939 -0.9491
22 C 3.4217 -0.9003 -1.2300
23 N 3.6531 0.4481 -0.7666
24 S 4.2488 0.6191 0.7782
25 O 4.0042 1.9656 1.1868
26 O 3.8315 -0.4556 1.6403
27 C 5.9750 0.4010 0.4700
28 C 6.7671 -0.6384 0.8491
29 C 8.0979 -0.4843 0.4055
30 C 8.2751 0.6657 -0.2992
31 S 6.8267 1.5847 -0.4314
32 H 9.1784 1.0295 -0.7472
33 H 8.8800 -1.1943 0.6038
34 H 6.3981 -1.4643 1.4286
35 H 2.8568 1.0485 -0.9402
36 H 3.2612 -0.8537 -2.3104
37 H 4.3332 -1.4683 -1.0274
38 H 0.0699 -2.2335 0.3753
39 H -1.2229 0.7979 -1.2772
40 H -3.5975 1.4328 -1.1149
41 H -8.5335 2.8020 0.9115
42 H -6.8294 3.2806 0.9829
43 H -7.3679 1.7947 1.7803

* max |F|: 1.01 eV Å⁻¹
* ΔE to the lowest compared entry with this formula, charge and spin: 1.4852 eV
* HOMO-LUMO gap: 9.4 eV
* SMILES: CCOC(=O)c1ccc(NC(=O)CCNS(=O)(=O)c2cccs2)cc1
* LUMO: 0.52 eV

# 5
The molecule C16H18N2OS. Source: the OMol25 dataset; level of theory: ωB97M-V/def2-TZVPD.

CARTESIAN COORDINATES (ANGSTROEM)
1 C 4.1782 -2.2651 -2.9915
2 H 4.1057 -1.1780 -3.0989
3 O 3.6157 -2.7043 -1.7789
4 C 2.2888 -2.4916 -1.5618
5 C 1.4281 -1.8447 -2.4423
6 C 0.0928 -1.6888 -2.1124
7 C -0.4116 -2.1717 -0.9142
8 C 0.4559 -2.8092 -0.0333
9 C 1.7870 -2.9721 -0.3508
10 H 2.4655 -3.4707 0.3232
11 H 0.0824 -3.1873 0.9080
12 C -1.8485 -1.9176 -0.5381
13 N -1.9669 -0.6223 0.1015
14 C -2.2717 0.5056 -0.5682
15 N -2.0078 1.6935 0.0417
16 C -1.1139 1.9548 1.0877
17 C 0.0999 1.2766 1.1839
18 C 0.9736 1.5541 2.2189
19 C 0.6531 2.5215 3.1546
20 C -0.5396 3.2160 3.0433
21 C -1.4370 2.9488 2.0213
22 C -2.7283 3.7009 1.9078
23 H -3.5668 3.0142 1.7982
24 H -2.7152 4.3591 1.0377
25 H -2.8915 4.3128 2.7908
26 H -0.7834 3.9786 3.7687
27 H 1.3326 2.7421 3.9634
28 H 1.9094 1.0198 2.2827
29 H 0.3753 0.5533 0.4293
30 H -2.4746 2.4875 -0.3744
31 S -3.0593 0.5181 -2.0227
32 H -1.4767 -0.5176 0.9796
33 H -2.4862 -1.8979 -1.4244
34 H -2.2123 -2.6784 0.1571
35 H -0.5671 -1.1803 -2.7995
36 H 1.7819 -1.4590 -3.3852
37 H 5.2277 -2.5525 -2.9503
38 H 3.7048 -2.7481 -3.8524

* max |F|: 0.72 eV Å⁻¹
* ΔE to the lowest compared entry with this formula, charge and spin: 0.9573 eV
* HOMO-LUMO gap: 8.8 eV
* SMILES: COc1ccc(CNC(=S)Nc2ccccc2C)cc1
* LUMO: 0.71 eV

# 6
C16H18N4NiSSe as an isolated structure. Source: the OMol25 dataset; level of theory: ωB97M-V/def2-TZVPD.

CARTESIAN COORDINATES (ANGSTROEM)
1 Ni -0.4683 -0.7107 -1.6023
2 C 2.8227 0.7732 2.6283
3 C 3.3850 -0.4792 1.9698
4 N 3.1166 -0.5314 0.5415
5 C 1.9246 -0.8497 0.0160
6 S 1.7885 -0.7467 -1.7258
7 N 0.9748 -1.2199 0.8663
8 N -0.1984 -1.4151 0.2282
9 C -1.1861 -2.0033 0.7966
10 C -1.1584 -2.5362 2.1899
11 C -2.3966 -2.1052 -0.0491
12 C -3.6063 -2.5859 0.4308
13 C -4.7020 -2.6196 -0.4165
14 C -4.5665 -2.1740 -1.7202
15 C -3.3279 -1.7094 -2.1295
16 N -2.2729 -1.6843 -1.3222
17 H 3.0348 0.7690 3.6987
18 H 1.7428 0.8162 2.4903
19 H 3.2657 1.6711 2.1949
20 H 2.9639 -1.3718 2.4315
21 H 4.4673 -0.5234 2.0934
22 H 3.8234 -0.2364 -0.1090
23 H -0.1377 -2.5276 2.5603
24 H -1.5507 -3.5536 2.2250
25 H -1.7708 -1.9174 2.8509
26 H -3.6890 -2.9182 1.4556
27 H -5.6552 -2.9844 -0.0570
28 H -5.3979 -2.1750 -2.4100
29 H -3.1666 -1.3324 -3.1318
30 Se -1.5379 1.3261 -2.1017
31 C -0.0496 2.4683 -1.6925
32 C 0.4761 3.3149 -2.6622
33 C 1.5674 4.1239 -2.3719
34 C 2.1463 4.0944 -1.1116
35 C 1.6203 3.2543 -0.1392
36 C 0.5275 2.4501 -0.4256
37 H 0.0368 3.3324 -3.6513
38 H 1.9697 4.7754 -3.1379
39 H 2.9994 4.7224 -0.8877
40 H 2.0619 3.2246 0.8499
41 H 0.1232 1.7942 0.3366

* <S²>: 2.010
* max |F|: 0.37 eV Å⁻¹
* ΔE to the lowest compared entry with this formula, charge and spin: 0.0000 eV
* HOMO-LUMO gap (spin up / spin down): 6.9 / 6.8 eV
* LUMO (spin up / spin down): -0.44 / -0.63 eV
* 2S+1: 3